1.
Below is a structure of composition C21H11BrCl5F3MnN2O3, with properties calculated with ωB97M-V with the def2-TZVPD basis set.

Energy above the lowest of the compared OMol25 structures with the same formula, charge and spin (kcal per mole): 7.2
HOMO energy (spin up / spin down) (eV): -14.31 / -14.30
Spin multiplicity: 4
HOMO-LUMO gap (spin up / spin down) (Eh): 0.248 / 0.187
E (a.u.): -7466.99064
Net charge: +2
LUMO level (spin up / spin down) (eV): -7.55 / -9.20

Structure (XYZ):
```
47
C21H11BrCl5F3MnN2O3 | OMol25 | ωB97M-V with the def2-TZVPD basis set
Mn 0.943 -2.501 -1.063
C 4.846 -1.356 -0.946
O 3.474 -0.969 -0.730
C 3.247 0.349 -0.494
C 4.216 1.340 -0.522
C 3.866 2.653 -0.227
Br 5.183 3.988 -0.295
C 2.587 2.972 0.133
C 1.584 1.970 0.178
C 1.935 0.672 -0.204
O 1.043 -0.390 -0.285
C 0.300 2.399 0.693
N 0.106 3.701 1.045
C -1.126 3.783 1.509
C -1.821 4.933 2.002
C -3.103 4.750 2.407
C -3.717 3.463 2.345
C -3.061 2.316 1.870
C -1.774 2.500 1.466
N -0.817 1.653 0.935
H 5.459 -1.054 -0.099
H 5.225 -0.917 -1.869
H 4.854 -2.436 -1.020
H 5.238 1.114 -0.786
H 2.329 3.980 0.409
H 0.123 -0.112 -0.267
H -1.326 5.895 2.045
H -3.675 5.586 2.788
H -4.741 3.363 2.682
H -3.565 1.358 1.838
H -0.991 0.668 0.816
Cl -5.236 -5.684 -0.213
C -3.912 -4.615 -0.292
C -2.651 -5.105 -0.620
Cl -2.372 -6.755 -0.944
C -1.604 -4.210 -0.665
Cl 0.024 -4.689 -1.083
C -1.747 -2.864 -0.415
O -0.657 -2.061 -0.485
C -2.994 -2.376 -0.092
Cl -3.163 -0.681 0.203
C -4.081 -3.251 -0.027
Cl -5.622 -2.649 0.378
F 1.087 -3.441 -3.721
C 1.502 -2.547 -2.887
F 2.054 -1.560 -3.507
F 2.530 -3.181 -1.982
```

Want to see where the charge sits? The Mulliken charges in e are:
1. Mn 0.71
2. C -1.08
3. O -0.35
4. C 0.78
5. C -0.25
6. C -0.78
7. Br -0.13
8. C -0.83
9. C 0.17
10. C 0.26
11. O -0.42
12. C 0.65
13. N -0.53
14. C 0.49
15. C -0.66
16. C -0.60
17. C -0.51
18. C -0.82
19. C 1.01
20. N 0.24
21. H 0.45
22. H 0.42
23. H 0.26
24. H 0.57
25. H 0.68
26. H 0.43
27. H 0.49
28. H 0.43
29. H 0.44
30. H 0.42
31. H -0.07
32. Cl -0.13
33. C 0.48
34. C -0.30
35. Cl -0.14
36. C 0.88
37. Cl -0.14
38. C -0.37
39. O -0.67
40. C 0.62
41. Cl -0.25
42. C -0.05
43. Cl -0.14
44. F -0.14
45. C 0.93
46. F -0.14
47. F -0.30


2.
Below is a structure of composition C21H12Cl6N4O3Ti, with properties calculated with ωB97M-V with the def2-TZVPD basis set.

HOMO energy (spin up / spin down) (eV): -10.94 / -11.06
Spin multiplicity: 2
HOMO-LUMO gap (spin up / spin down) (Eh): 0.255 / 0.244
E (a.u.): -4862.69104
Net charge: +1
LUMO level (spin up / spin down) (eV): -4.00 / -4.42

Structure (XYZ):
```
47
C21H12Cl6N4O3Ti | OMol25 | ωB97M-V with the def2-TZVPD basis set
Ti -0.121 0.009 0.204
O -0.164 4.941 2.145
C -0.772 4.175 3.063
C -1.401 4.839 4.117
C -2.045 4.122 5.099
C -2.089 2.723 5.070
C -1.476 2.062 4.033
C -0.812 2.768 3.016
C -0.200 2.025 1.931
O -0.311 0.698 1.949
N 0.452 2.642 0.960
N 0.957 1.681 0.104
C 2.044 1.752 -0.576
C 2.538 0.416 -0.939
C 3.739 0.185 -1.581
C 4.193 -1.120 -1.699
C 3.440 -2.155 -1.170
C 2.238 -1.858 -0.558
N 1.790 -0.601 -0.443
H 0.239 4.366 1.466
H -1.359 5.920 4.136
H -2.524 4.655 5.911
H -2.592 2.171 5.851
H -1.491 0.982 3.988
H 2.601 2.668 -0.738
H 4.310 1.019 -1.966
H 5.135 -1.323 -2.192
H 3.770 -3.183 -1.226
H 1.599 -2.627 -0.146
Cl -2.331 -4.854 -4.656
C -1.884 -3.921 -3.268
C -1.432 -2.623 -3.440
C -1.087 -1.920 -2.306
Cl -0.496 -0.260 -2.466
C -1.176 -2.440 -1.019
O -0.829 -1.693 0.049
C -1.628 -3.747 -0.894
Cl -1.752 -4.456 0.675
C -1.984 -4.489 -2.009
H -1.352 -2.184 -4.424
H -2.335 -5.504 -1.892
Cl -4.669 2.171 1.957
C -4.299 0.713 1.070
Cl -4.043 -0.655 2.129
Cl -5.503 0.362 -0.157
C -3.017 0.959 0.336
N -2.051 1.155 -0.249
```

Want to see where the charge sits? The Mulliken charges in e are:
1. Ti 0.33
2. O -0.64
3. C 0.48
4. C -0.68
5. C -0.31
6. C -0.90
7. C -0.37
8. C 0.24
9. C 1.05
10. O -1.00
11. N -0.99
12. N 0.55
13. C -0.57
14. C 0.98
15. C -0.94
16. C -0.18
17. C -0.96
18. C -0.14
19. N 0.20
20. H 0.55
21. H 0.47
22. H 0.40
23. H 0.44
24. H 0.46
25. H 0.43
26. H 0.44
27. H 0.44
28. H 0.42
29. H 0.58
30. Cl -0.19
31. C 0.38
32. C -0.95
33. C 1.32
34. Cl -0.19
35. C -0.48
36. O -0.39
37. C 0.41
38. Cl -0.18
39. C -0.69
40. H 0.48
41. H 0.46
42. Cl -0.04
43. C 0.82
44. Cl -0.06
45. Cl -0.08
46. C -0.10
47. N -0.31


3.
Below is a structure of composition C21H13BrF5N2NaO3Te, with properties calculated with ωB97M-V with the def2-TZVPD basis set.

Energy above the lowest of the compared OMol25 structures with the same formula, charge and spin (kcal per mole): 11.0
HOMO energy (eV): -1.19
HOMO-LUMO gap (Eh): 0.195
E (a.u.): -4647.07690
Net charge: -2
LUMO level (eV): 4.12

Structure (XYZ):
```
47
C21H13BrF5N2NaO3Te | OMol25 | ωB97M-V with the def2-TZVPD basis set
Na 0.904 1.550 -0.420
Br -1.667 1.272 2.913
C 0.212 1.278 3.242
C 0.594 1.149 4.570
C 1.950 1.040 4.822
C 2.831 1.067 3.758
C 2.346 1.225 2.464
N 1.025 1.335 2.211
C 3.390 1.243 1.299
O 4.570 1.206 1.698
O 2.941 1.263 0.143
H -0.148 1.122 5.353
H 2.307 0.923 5.839
H 3.901 0.977 3.870
C 1.168 0.967 -5.226
C 0.573 -0.262 -5.509
C 0.103 -1.020 -4.451
C 0.208 -0.539 -3.136
C 0.826 0.681 -2.779
C 1.310 1.383 -3.910
C -0.403 -1.359 -2.050
C -1.537 -2.197 -2.333
C -2.133 -2.909 -1.346
C -1.628 -2.823 -0.024
C -2.187 -3.509 1.078
C -1.657 -3.363 2.331
C -0.538 -2.522 2.527
C 0.023 -1.856 1.475
C -0.512 -1.984 0.169
N 0.080 -1.282 -0.832
H 1.520 1.592 -6.044
H 0.487 -0.621 -6.529
H -0.312 -2.003 -4.659
H 1.830 2.328 -3.752
H -1.930 -2.219 -3.339
H -3.002 -3.529 -1.547
H -3.050 -4.146 0.913
H -2.093 -3.886 3.173
H -0.131 -2.394 3.524
H 0.878 -1.203 1.598
F -1.901 3.992 1.601
Te -1.716 3.126 -0.084
F -3.516 2.677 0.227
F -1.549 1.221 -0.126
F -2.358 4.804 -0.694
F -2.050 2.771 -1.906
O 0.042 3.435 -0.102
```

Want to see where the charge sits? The Mulliken charges in e are:
1. Na 0.77
2. Br -0.18
3. C 0.21
4. C -0.72
5. C -0.26
6. C -0.75
7. C 0.44
8. N 0.26
9. C 0.26
10. O -0.83
11. O -0.67
12. H 0.41
13. H 0.38
14. H 0.49
15. C -0.43
16. C -0.57
17. C -0.76
18. C 0.35
19. C -0.14
20. C -0.46
21. C 0.60
22. C -0.77
23. C -0.98
24. C 1.26
25. C -0.80
26. C -0.50
27. C -0.46
28. C -0.41
29. C -0.16
30. N -0.26
31. H 0.31
32. H 0.34
33. H 0.36
34. H 0.31
35. H 0.35
36. H 0.36
37. H 0.34
38. H 0.36
39. H 0.39
40. H 0.62
41. F -0.43
42. Te 2.06
43. F -0.42
44. F -0.39
45. F -0.45
46. F -0.44
47. O -0.98


4.
Below is a structure of composition C21H13BrF5N2NaO3Te, with properties calculated with ωB97M-V with the def2-TZVPD basis set.

Energy above the lowest of the compared OMol25 structures with the same formula, charge and spin (kcal per mole): 0.0
HOMO energy (spin up / spin down) (eV): -3.65 / -1.46
HOMO-LUMO gap (spin up / spin down) (Eh): 0.278 / 0.197
E (a.u.): -4647.09444
Net charge: -2
LUMO level (spin up / spin down) (eV): 3.91 / 3.91

Structure (XYZ):
```
47
C21H13BrF5N2NaO3Te | OMol25 | ωB97M-V with the def2-TZVPD basis set
Na -0.254 -2.149 -0.661
Br -1.540 3.511 3.762
C -1.673 1.812 2.836
C -2.822 1.591 2.090
C -2.879 0.378 1.430
C -1.815 -0.506 1.544
C -0.699 -0.153 2.286
N -0.655 1.017 2.952
C 0.560 -1.054 2.292
O 1.456 -0.782 3.095
O 0.533 -1.968 1.421
H -3.602 2.335 2.021
H -3.717 0.115 0.796
H -1.868 -1.444 1.015
C 4.929 -2.469 0.021
C 5.219 -1.191 0.480
C 4.246 -0.200 0.488
C 2.955 -0.465 0.029
C 2.740 -1.748 -0.415
C 3.646 -2.768 -0.440
C 1.874 0.553 -0.011
C 1.924 1.700 0.821
C 0.932 2.626 0.727
C -0.125 2.434 -0.192
C -1.194 3.347 -0.349
C -2.202 3.076 -1.231
C -2.189 1.885 -1.991
C -1.168 0.986 -1.867
C -0.115 1.244 -0.955
N 0.884 0.324 -0.841
H 5.693 -3.238 0.028
H 6.213 -0.962 0.843
H 4.493 0.790 0.852
H 3.383 -3.760 -0.784
H 2.699 1.785 1.568
H 0.913 3.489 1.383
H -1.207 4.245 0.259
H -3.028 3.770 -1.339
H -3.005 1.663 -2.666
H -1.167 0.063 -2.431
F -2.940 -4.037 -4.263
Te -2.640 -2.836 -2.618
F -1.481 -1.714 -3.787
F -4.113 -1.817 -3.326
F -0.781 -3.838 -1.969
F -4.017 -3.941 -1.689
O -2.395 -1.699 -1.213
```

Want to see where the charge sits? The Mulliken charges in e are:
1. Na 0.93
2. Br -0.26
3. C 0.01
4. C -0.25
5. C -0.45
6. C -0.40
7. C 0.45
8. N -0.41
9. C 0.32
10. O -0.76
11. O -0.76
12. H 0.43
13. H 0.44
14. H 0.74
15. C -0.18
16. C -0.88
17. C -0.24
18. C 0.97
19. C 0.23
20. C -1.27
21. C 0.54
22. C -0.20
23. C -1.30
24. C 1.27
25. C -0.65
26. C -0.47
27. C -0.61
28. C -0.15
29. C -0.31
30. N -0.43
31. H 0.35
32. H 0.35
33. H 0.31
34. H 0.43
35. H 0.28
36. H 0.35
37. H 0.37
38. H 0.38
39. H 0.45
40. H 0.49
41. F -0.54
42. Te 1.78
43. F -0.59
44. F -0.50
45. F -0.78
46. F -0.55
47. O -0.91


| no. | maximum force (eV/Å) |
| --- | --- |
| 1 | 1.0 |
| 2 | 1.6 |
| 3 | 2.1 |
| 4 | 0.3 |